51
Properties=species:S:1:pos:R:3:forces:R:3 method="wB97M-V/def2-TZVPD" homo_lumo_gap_ha=0.2446 e_lumo_ev=0.615 spin_multiplicity=1 de_lowest_kj_mol=1444.4
Hg 1.149 0.388 0.228 12.31 1.61 4.05
Cl 2.316 1.751 -1.023 3.03 6.41 -5.08
Cl 1.163 -0.767 2.066 0.23 -4.32 6.87
C 2.978 2.127 2.565 0.32 -0.58 -1.13
O 1.937 1.849 1.556 3.00 3.47 4.95
C 0.670 2.258 1.994 0.15 1.53 1.03
C -0.260 2.259 0.807 -1.18 2.17 1.11
N -0.530 0.904 0.350 -16.24 6.71 0.91
C -1.352 0.909 -0.865 -3.36 0.42 -0.31
C -2.838 1.314 -0.617 -0.05 -0.20 -1.26
O -3.618 0.370 0.079 1.28 -0.55 1.23
C -4.975 0.598 0.053 -1.77 0.40 0.81
H 3.928 2.035 2.037 -0.18 0.28 -0.27
H 3.051 1.360 3.336 -0.71 -0.03 0.15
H 2.973 3.128 2.996 -0.58 0.09 -0.07
H 0.798 3.283 2.341 -0.40 0.36 -0.05
H 0.329 1.704 2.869 -0.19 -0.47 -0.14
H 0.221 2.875 0.048 0.02 -0.42 -0.38
H -1.165 2.801 1.082 -0.28 0.07 0.22
H -1.225 0.532 0.981 0.17 -0.31 1.07
H -1.403 -0.100 -1.273 -1.57 1.30 0.52
H -1.043 1.560 -1.683 0.73 0.22 0.36
H -3.367 1.317 -1.570 0.53 0.76 -0.67
H -2.841 2.317 -0.191 -0.47 0.12 0.32
H -5.509 -0.016 0.778 0.58 -0.38 0.29
H -5.537 0.383 -0.856 0.65 0.02 -0.79
H -5.259 1.604 0.362 0.26 0.46 -0.13
C -2.564 -2.887 -1.912 -0.47 -0.63 -1.51
O -2.339 -1.802 -1.115 0.28 0.73 1.25
C -1.493 -2.002 -0.007 1.11 -0.05 0.59
C 0.002 -2.010 -0.431 -0.42 -0.72 -0.52
N 0.451 -0.713 -1.018 -2.08 -12.02 -10.45
C 1.711 -0.939 -1.794 0.26 -0.60 -2.14
C 2.941 -1.349 -1.001 -0.28 0.83 0.92
O 3.149 -0.300 0.005 3.90 -4.18 -1.18
C 4.298 -0.503 0.749 1.09 -0.62 0.67
H -1.656 -3.424 -2.186 0.13 -0.08 -0.07
H -3.000 -2.432 -2.801 0.00 -0.47 -0.35
H -3.290 -3.604 -1.528 -0.05 -0.07 0.41
H -1.705 -2.913 0.553 -0.07 -0.42 -0.32
H -1.722 -1.235 0.732 0.07 0.08 -0.25
H 0.143 -2.786 -1.184 -0.21 -0.26 -0.27
H 0.681 -2.286 0.375 -0.47 0.11 0.20
H -0.320 -0.506 -1.637 1.72 -0.17 -0.91
H 2.028 -0.024 -2.294 -0.56 0.18 0.27
H 1.596 -1.599 -2.654 -0.28 -0.84 0.18
H 3.791 -1.379 -1.682 0.06 0.02 -0.03
H 2.822 -2.321 -0.523 0.12 -0.08 0.27
H 4.377 0.284 1.500 0.08 -0.09 -0.37
H 5.185 -0.563 0.118 0.24 0.52 -0.22
H 4.325 -1.450 1.288 -0.49 -0.28 0.22